No. 1
40
Properties=species:S:1:pos:R:3:forces:R:3 method="wB97M-V/def2-TZVPD" e_lumo_ev=-1.732 e_above_lowest_kj_mol=884.0 energy_ha=-1499.1017
H 0.393524 -1.611694 0.272690 0.3 0.2 0.1
C -0.545274 -1.934767 -0.148237 1.1 0.7 0.2
H -2.426247 1.114344 2.833839 0.2 0.1 0.1
C -2.159524 0.064702 2.924330 -0.5 -0.5 0.1
H 1.056874 3.394282 1.636038 -0.2 0.1 0.1
C -2.163943 0.234969 -2.913034 0.6 1.0 -0.4
C 2.689198 3.805324 0.332829 0.0 0.2 -0.1
H -1.675332 0.582585 5.741642 -0.1 -0.1 0.1
C 2.389107 1.721200 1.489409 0.1 0.6 -0.4
H 2.345261 4.798748 0.099513 0.0 0.2 0.0
C 1.658851 0.806312 2.398010 -0.3 -1.2 0.8
C -2.313574 -1.631017 -1.535250 -1.9 -0.5 -1.0
H -2.680967 0.745466 -3.729699 -0.1 -0.2 0.2
H -1.183467 -0.107145 -3.248887 0.0 0.3 0.0
H -0.231104 1.819057 2.205746 -0.7 0.0 0.2
O 2.264380 -0.160342 2.882504 0.5 -0.4 0.2
O 0.215132 -4.254796 1.769009 -2.4 -0.9 -0.8
H -0.023520 1.201428 5.677336 0.2 -0.2 -0.2
C -2.339998 -3.496315 -0.286969 -0.9 -1.4 0.3
H 4.430094 3.957881 -0.894121 0.1 0.1 -0.1
S -0.551010 -0.130495 3.723772 0.5 3.0 -1.3
H -1.292992 1.970353 4.720174 0.1 -0.1 -0.4
C 3.572148 1.263193 0.924447 -0.1 -0.3 0.2
C 1.955889 3.010363 1.185657 0.0 -0.4 0.2
C 4.300276 2.058545 0.069963 0.1 0.0 -0.1
H -2.125862 -0.375740 1.931566 0.2 -0.1 0.0
C -1.126889 -3.127233 0.248088 -0.9 -2.8 1.2
N -1.127010 -1.183250 -1.039603 0.1 -0.1 0.2
C -0.921109 1.019646 5.092522 -0.3 -0.5 0.6
N -2.970139 -2.723353 -1.192590 -0.2 0.6 -0.7
N -2.719196 -4.689835 0.220061 -3.1 0.7 -2.3
H -2.056098 0.903650 -2.057971 0.2 0.2 -0.2
O -2.925373 -0.868428 -2.524096 0.5 -2.1 2.0
H 3.907573 0.271765 1.179056 0.0 -0.2 0.1
C 0.302623 1.011091 2.666646 -0.1 -0.6 0.0
O -1.814627 -5.133003 1.081633 1.7 1.9 -0.2
H -2.923070 -0.441622 3.507980 -0.1 -0.1 0.1
C 3.860197 3.332716 -0.227484 0.1 0.1 -0.1
H 5.207649 1.681444 -0.370087 0.2 -0.1 -0.1
N -0.846036 -4.189805 1.085341 5.1 2.4 1.7



No. 2
66
Properties=species:S:1:pos:R:3:forces:R:3 method="wB97M-V/def2-TZVPD" spin_multiplicity=5 e_lumo_ev="-5.498 / -8.693" charge=+2 energy_ha=-5403.9152
C -5.406534 -4.309413 1.708481 0.0 0.0 0.0
H -3.091144 -2.356710 0.207258 0.0 0.0 -0.1
H -0.976407 2.619204 -3.482639 0.0 0.0 0.0
C -3.913838 -2.641618 0.840657 0.0 0.2 0.1
H -6.971947 -3.578315 2.972810 0.0 0.0 0.0
H -0.324678 -4.343221 1.646536 0.0 0.1 0.0
H 5.528108 -0.440379 1.031528 0.0 0.0 0.0
S -5.786934 1.212673 2.999155 0.0 -0.2 -0.1
H -0.946715 -2.066930 2.305428 0.0 -0.1 -0.1
C -6.103685 -3.320361 2.382572 0.0 -0.1 0.0
N -4.112781 -0.292422 1.387412 0.3 0.3 -0.2
P 1.210568 1.752702 -2.944960 -0.1 -0.1 0.3
H 2.847281 2.325833 -4.631139 0.0 0.0 0.0
C 2.783745 5.574108 1.664866 0.0 -0.1 0.0
C -4.603555 -1.638009 1.537267 0.0 -0.4 0.0
C 0.721072 -2.059093 -0.699396 0.4 0.2 -0.2
C 3.114914 -2.501063 -0.116818 0.0 0.0 0.1
H 1.660401 -0.525395 -3.623607 0.0 0.0 0.0
C -0.182023 -1.709118 1.618175 0.0 0.3 0.2
H 2.954623 -3.541032 -0.382113 0.0 0.0 0.0
C -2.688618 1.072911 0.362853 0.0 1.1 0.5
C 2.178680 4.410099 -0.321880 0.0 0.1 -0.1
C -5.720469 -1.992794 2.295963 0.2 0.3 0.0
H 2.236017 4.537465 3.480525 0.0 0.0 0.0
C 3.550187 0.162032 0.464588 0.1 0.0 0.0
C 0.933632 0.233428 -3.915585 0.0 0.1 0.2
H 1.347146 -3.893011 1.268066 0.0 0.1 0.0
H -0.074621 -0.143501 -3.740992 0.0 0.0 0.0
H 0.327061 -4.654199 0.026237 0.0 0.1 -0.1
H 3.228094 6.420499 2.170598 0.0 0.0 0.0
C 4.355249 -2.101299 0.351733 0.0 -0.1 0.0
Ir 0.991788 1.398273 -0.545694 0.4 -0.2 -0.4
H 3.606461 1.591983 -3.199376 0.0 0.0 0.0
S -3.695248 2.220531 1.215623 0.2 -0.8 -0.3
H 5.149885 -2.824445 0.475802 0.0 0.0 0.0
C 2.241028 4.531388 2.400685 0.0 0.0 0.0
H 1.051344 0.450048 -4.977789 0.0 0.0 0.0
C 2.845344 2.293577 -3.541187 -0.1 -0.1 0.1
C 0.044816 2.935256 -3.695190 0.1 -0.1 0.1
C 1.696135 3.471615 1.704877 -0.1 -0.1 -0.1
H 3.763530 1.205646 0.674636 0.0 0.0 0.0
H 3.137533 6.320288 -0.325715 0.0 0.0 0.0
H 0.158800 -1.222211 -1.117606 -0.2 -0.1 0.1
C 4.565529 -0.765986 0.658611 0.0 0.1 0.0
C 2.292597 -0.213974 -0.013613 -0.5 0.5 -0.1
C 2.080223 -1.578003 -0.264199 -0.2 0.0 0.0
C 2.741412 5.517657 0.279110 0.0 0.0 0.0
H 2.118917 4.326610 -1.398369 0.0 0.0 0.0
N -0.113925 -2.619377 0.445111 0.1 0.0 0.0
H -5.718572 -5.342790 1.773039 0.0 0.0 0.0
C -4.607382 0.897467 1.882610 -0.1 0.3 0.1
H 0.190082 3.928905 -3.271080 0.0 0.0 0.0
H -3.784564 -4.711896 0.359451 0.0 0.0 0.0
N -3.039979 -0.169250 0.583373 -0.2 -0.7 0.1
H -1.063014 -2.713246 0.086363 0.0 0.0 0.0
H 0.800323 -2.854933 -1.439532 -0.1 -0.1 0.0
C -4.315009 -3.958300 0.926124 0.0 0.0 0.0
Br 0.901647 2.027447 2.628797 0.0 0.1 0.2
S -1.468720 1.611760 -0.692872 0.1 0.0 -0.3
H -0.421050 -0.701647 1.288066 0.0 0.0 -0.1
H -6.301743 -1.255641 2.810423 -0.1 0.2 0.1
C 0.339108 -3.968066 0.870066 0.0 -0.4 0.1
N 1.670175 3.386586 0.375605 -0.1 -0.4 0.1
H 0.785031 -1.690771 2.113269 0.1 -0.1 -0.1
H 0.193257 2.979388 -4.774857 0.0 0.0 0.0
H 3.091409 3.283040 -3.158146 0.0 0.0 0.0



No. 3
48
Properties=species:S:1:pos:R:3:forces:R:3 method="wB97M-V/def2-TZVPD" e_lumo_ev=-5.027 charge=+1 energy_ha=-1394.6306
H -2.846516 -3.022841 -0.227481 -0.1 -0.1 0.1
O 3.214273 3.038029 -1.226150 -2.9 -4.5 1.0
H -0.518330 -0.405199 -0.823446 2.3 1.4 -0.5
H 3.540901 0.423291 -3.128838 -2.3 0.1 1.6
O -5.580115 -2.164040 1.568433 -0.1 1.0 0.4
C 1.119720 -1.691382 -2.785757 0.4 -1.5 -2.0
H -3.265114 -3.485294 1.439951 -0.1 0.0 -0.2
H 5.901738 -0.438285 0.416706 -2.3 1.2 -0.3
H -1.884281 1.940904 1.229291 1.2 1.2 -2.2
H -0.598925 -0.352008 -3.691866 1.4 -2.4 -0.7
H -6.644591 0.471969 4.716826 0.0 -0.3 -0.2
C 3.991125 2.735789 0.019448 2.1 1.2 1.3
C -3.380297 -2.710082 0.675221 0.2 0.1 0.2
C 0.233153 2.338146 0.262328 -4.1 -1.2 -0.2
H 0.739514 3.142054 0.954712 -0.6 -2.4 -1.3
F 0.478820 -2.637791 -1.826759 2.6 3.4 -2.8
C 4.851403 0.123011 0.332006 0.8 -0.5 0.8
H 4.534354 3.764003 0.289578 -1.4 -2.2 -0.8
H -4.990759 -1.689107 -0.379119 0.0 0.0 0.3
N 1.462497 -0.336524 -2.162668 -1.0 1.3 2.5
H 4.203627 -0.530620 -0.395626 1.2 1.5 1.2
C 0.446891 0.168628 -1.153998 5.4 2.6 -2.1
H 5.493803 1.555238 -1.349943 -0.8 0.5 2.4
H 3.266614 2.516598 0.911750 1.4 0.1 -1.8
H -5.286069 -3.391521 -0.034764 -0.1 0.2 0.3
C 4.173242 0.041347 1.822294 -0.3 -1.0 0.2
C -4.850204 -2.474567 0.373335 0.4 0.0 -0.4
C 5.185837 1.635920 -0.201188 -0.2 -0.6 -0.2
H 4.840470 0.513583 2.683351 -1.5 -0.7 -2.0
O -6.129547 -0.803576 3.200797 0.6 -0.2 -1.2
F -1.032221 -2.411447 -4.107306 3.7 3.0 0.1
C 2.351017 1.859437 -1.404938 -0.2 -4.1 -3.1
H -4.921615 0.474627 4.295871 -0.2 0.1 -0.2
C -0.003942 -1.347622 -3.974556 -1.4 0.3 -1.4
H -1.741277 1.980338 -0.843040 1.0 -0.6 2.7
F 0.686430 -1.025190 -5.268271 -2.0 -1.5 4.1
H 4.080121 -1.114497 2.096709 0.2 2.5 -0.6
N 1.033626 1.505188 -0.751649 -0.6 -0.8 -0.8
C -1.261678 2.076295 0.245285 4.1 0.5 -0.8
C 2.631866 0.593125 -2.407852 -2.8 2.5 3.8
H 3.050635 0.446718 1.852367 2.5 -0.6 0.0
O -4.681511 -0.050365 1.586675 -0.8 -1.0 0.5
C -5.937214 0.430277 3.886005 0.1 0.6 0.4
H -2.897544 -1.808193 1.061228 -0.1 0.0 -0.1
H 6.130089 2.012814 0.376827 -1.9 -0.6 -1.1
F 2.333528 -2.266297 -3.444071 -3.9 1.8 2.8
C -5.399739 -0.916075 2.063425 0.2 -0.1 0.1
H -6.123805 1.285196 3.228866 0.1 -0.2 0.1



No. 4
82
Properties=species:S:1:pos:R:3:forces:R:3 method="wB97M-V/def2-TZVPD" e_lumo_ev=-9.494 charge=+2 e_above_lowest_kj_mol=1149.5 energy_ha=-2518.0615
H 8.831072 -1.869163 -1.729625 0.6 0.9 1.9
C 10.932876 -2.803915 -0.329622 -0.7 -0.8 -0.3
C 5.480871 1.776907 -0.364901 -0.4 -1.4 -0.6
H 8.091234 2.165105 0.178817 -0.4 -2.4 0.6
H 2.718488 0.464292 2.773058 -0.9 1.6 -1.7
H -6.194322 -3.310165 -1.869682 2.0 -1.7 0.0
Si -1.947944 0.882995 0.596455 2.2 2.8 0.1
H -4.024403 -6.055572 -0.301470 0.6 1.8 1.3
C 3.891355 1.430273 -0.105638 -0.6 0.8 0.4
C -3.730301 -5.087927 0.292393 -0.5 -0.2 -0.1
H -5.863402 -5.184981 -1.726272 1.2 2.3 -0.1
H -6.401884 -0.395868 -2.385202 1.4 1.9 -0.5
S -2.032929 4.532587 -3.420823 -0.1 -0.1 0.0
C -5.948042 0.101102 0.247907 -1.7 0.4 0.0
O -6.366953 -1.423403 3.704362 2.3 4.2 0.6
H 1.708246 2.058402 2.861967 1.1 -1.6 -1.5
H -0.290276 2.435192 1.862328 -0.3 -2.4 -0.3
C 9.064830 -1.286262 -0.736947 0.2 0.9 -0.4
H 6.062800 0.224195 1.327385 0.2 0.6 -2.1
H 12.050428 -2.913020 -0.659389 -2.2 0.5 0.9
H 3.674244 0.279702 0.069913 0.8 2.3 -0.6
H -0.520346 0.827695 2.826793 0.3 0.7 -1.8
C -5.711782 0.558920 -2.467267 -0.6 0.8 1.1
H -6.530956 2.005333 -0.904992 2.0 -1.7 0.1
C -2.481936 3.562044 -0.678180 0.5 0.4 -2.2
H 4.208026 2.472891 1.995778 -1.7 -0.6 -1.6
H -5.598751 -3.753194 0.513958 1.9 -0.1 -1.6
H 3.250757 1.775768 -1.045701 1.3 -0.7 2.0
H -3.277227 3.590652 0.179804 1.6 0.0 -1.6
H 8.069454 0.425851 -1.941244 1.3 -0.2 1.8
H -4.452758 -2.646046 2.009111 1.1 1.5 -1.1
C 8.750914 0.305401 -0.992961 -0.3 0.4 0.8
C -0.396519 1.254055 1.743917 0.4 0.5 0.3
C -3.801329 -1.889561 1.392902 1.1 -1.3 0.4
H 5.801469 2.838016 0.058470 -0.8 -2.4 -0.8
H -2.703382 -1.955097 1.847252 -2.3 0.2 -0.9
C 7.961259 0.999414 0.294422 0.0 -1.4 -1.1
H -4.180867 4.634855 -1.963986 2.3 -1.2 -0.4
O -4.364099 0.250280 -2.975467 -1.8 -2.1 0.6
H 10.741368 -3.263886 0.751837 0.5 1.1 -2.2
H 1.126799 1.032249 0.000894 -0.1 -0.8 2.2
C -5.646594 1.204067 -0.926508 -0.9 0.7 -1.0
H 8.399332 -1.714221 0.130739 1.2 0.8 -1.5
C -3.762731 -2.465297 -0.167585 -0.5 -0.4 -0.5
H -6.224461 1.395788 -3.144383 1.2 -2.0 1.3
C 3.325799 2.203743 1.258730 -0.3 0.0 0.1
H -4.327269 -0.761790 -3.092397 0.0 2.4 0.1
H -6.349009 1.126435 3.706553 0.7 0.0 1.0
H 10.276484 -3.433925 -1.093524 1.4 1.2 1.5
H -2.638464 -2.667951 -0.513950 -2.6 0.4 0.9
H -4.206908 -1.718786 -0.952991 0.8 -1.1 1.6
P -5.550020 -0.063550 3.539248 -3.2 -5.1 -2.0
H -3.703894 2.908126 -2.553779 1.0 2.1 1.0
H -0.584302 2.297141 -1.024275 -2.4 -0.5 0.2
C 2.223791 1.302798 2.097263 -0.2 0.9 0.0
H 9.728886 0.930306 -1.146717 -1.7 -1.6 0.1
O 10.508736 -1.392546 -0.401924 -1.4 -1.7 -0.4
H -2.321758 3.996998 -4.692821 -0.4 0.1 1.7
C 1.014046 0.698040 1.119722 0.0 -0.2 1.5
C -4.679391 -3.853896 -0.233942 0.6 0.0 -0.2
H 1.016980 -0.487272 1.245535 0.0 2.6 -0.7
H -3.963388 -5.244012 1.435740 0.7 0.1 -2.3
H -6.914721 0.491597 0.829880 1.9 -0.9 -1.2
H -2.571141 -4.910826 0.120818 -2.5 -0.2 0.4
H -1.623135 4.368956 -0.567306 -2.0 -1.6 0.2
O -3.358222 1.185508 1.587716 -1.3 -2.8 -0.7
H -6.287265 -0.944738 -0.215903 0.9 2.2 1.1
H 8.426872 0.553814 1.271237 -0.7 1.2 -1.8
H 2.799866 3.236648 0.972884 1.2 -2.3 0.5
Si -4.530702 -0.115448 1.543452 1.8 0.5 -2.8
Sr -4.414721 0.326742 6.253571 0.1 0.7 4.0
H 5.665565 1.768999 -1.543010 -0.3 0.2 2.6
C -3.241899 3.921244 -2.123605 -2.1 -1.6 0.2
H -4.454072 -0.152435 4.513422 -0.3 0.2 -2.9
H -4.659379 1.818161 -0.795379 -1.8 -1.4 -0.2
C -1.750430 2.113690 -0.908229 0.2 0.1 -0.2
H 6.240569 -0.400008 -0.497126 0.3 1.9 1.7
H -2.113937 1.564183 -1.892780 0.7 1.3 2.0
C 6.371721 0.528262 0.237665 0.8 1.1 -0.1
H -1.842457 -0.453063 0.032715 -0.4 -0.6 0.2
C -5.329803 -4.119686 -1.735068 -0.5 -0.1 1.0
H -4.544653 -4.087907 -2.604041 -1.5 0.0 1.7